[1]
This record from OMol25 describes one molecule with the formula C4H5N. The level of theory is wB97M-V/def2-TZVPD.

Highest occupied orbital energy   -8.441 eV
Calculated total energy   -210.0808 Eh
Orbital gap   9.45 eV
Energy above the lowest of the compared OMol25 structures with the same formula, charge and spin   52.03 kcal per mole
LUMO energy   1.01 eV

```
10
C4H5N, DFT wB97M-V/def2-TZVPD
N 0.73652 -0.39602 -0.91406
C -0.52558 -0.80413 -1.06363
C -1.08602 -0.48319 0.30247
C -0.05788 0.31862 1.04695
C 1.04260 0.29606 0.29234
H 1.43802 -0.58866 -1.61546
H -1.02365 -1.53793 0.64266
H -2.13755 -0.20419 0.38978
H -0.16585 0.78893 2.01666
H 2.04094 0.68051 0.46791
```

---

[2]
This record from OMol25 describes C3H12O3Rb as an isolated structure. The level of theory is wB97M-V/def2-TZVPD.

Highest occupied orbital energy   -13.039 eV
Calculated total energy   -371.0639 Eh
Orbital gap   9.33 eV
Energy above the lowest of the compared OMol25 structures with the same formula, charge and spin   13.73 kcal per mole
LUMO energy   -3.71 eV
Charge   +1

```
19
C3H12O3Rb, DFT wB97M-V/def2-TZVPD
Rb -1.33051 -1.08779 -2.43011
C -1.09238 -3.15993 1.60100
O -0.27224 -2.76568 0.53297
H -1.77715 -3.96192 1.32912
H -0.48729 -3.48824 2.46685
H -1.70264 -2.33861 1.92320
H 0.16070 -3.59619 0.21216
C 1.45411 3.38250 -1.51200
O 0.96552 2.43878 -2.46733
H 1.61821 4.37631 -1.94944
H 0.79911 3.46769 -0.65866
H 2.41402 3.01238 -1.15941
H 1.69794 1.82203 -2.63243
C -0.54329 0.62245 0.95243
O 0.08064 -0.12552 -0.10843
H -0.98542 1.54576 0.56111
H -1.31320 0.02488 1.42563
H 0.18269 0.90486 1.75567
H 0.13118 -1.07377 0.15765
```

---

[3]
This record from OMol25 describes a 6-piece molecular cluster, C28H74N6O8 overall. The level of theory is wB97M-V/def2-TZVPD.

Highest occupied orbital energy (alpha / beta)   0.936 / -6.387 eV
Calculated total energy   -2041.2668 Eh
Orbital gap (alpha / beta)   1.18 / 8.44 eV
Energy above the lowest of the compared OMol25 structures with the same formula, charge and spin   78.63 kcal per mole
2S+1   2
LUMO energy (alpha / beta)   2.11 / 2.06 eV
Charge   -1

```
116
C28H74N6O8, DFT wB97M-V/def2-TZVPD
C -1.10490 1.77067 -2.81218
O -1.09911 1.37215 -1.43162
C -1.26586 -0.07257 -1.13048
C -0.67076 -0.41285 0.26843
N -0.54919 -1.76021 0.76028
C 0.21163 -1.77460 2.02801
C -0.65136 -1.42957 3.26788
O -1.85254 -2.21935 3.35085
C -2.61637 -2.04106 4.51199
H -1.94879 1.33764 -3.34922
H -0.20162 1.40425 -3.29996
H -0.92446 2.84538 -2.83527
H -0.80457 -0.70233 -1.89120
H -2.33439 -0.28347 -1.08754
H -1.35795 0.18051 0.87159
H 0.30429 0.07361 0.29521
H -1.43536 -2.14871 1.04986
H 1.11560 -1.17694 1.91074
H 0.57267 -2.80068 2.09805
H -0.86071 -0.36661 3.14796
H -0.08085 -1.56234 4.18711
H -2.94596 -1.04701 4.81426
H -2.00381 -2.33853 5.36309
H -3.57687 -2.55564 4.48445
C -2.49417 6.27645 -6.45640
O -2.33642 6.81561 -5.16802
C -1.38945 6.17034 -4.42755
C 0.08695 6.13922 -4.78100
N 0.97608 6.05898 -3.63754
C 2.40298 6.08530 -3.97903
C 2.88682 7.26954 -4.85712
O 2.90624 8.58821 -4.20091
C 2.23707 9.62099 -5.01047
H -3.11703 7.02580 -6.94489
H -2.99944 5.31064 -6.45445
H -1.64634 6.28213 -7.14143
H -1.76004 5.16456 -4.22959
H -1.48028 6.78130 -3.52946
H 0.22802 7.03560 -5.38489
H 0.22623 5.20435 -5.32387
H 0.71458 6.91632 -3.17204
H 2.72101 5.09153 -4.29428
H 2.88170 6.09675 -2.99984
H 2.44929 7.29982 -5.85498
H 3.92421 7.05861 -5.11682
H 1.16755 9.45499 -5.13954
H 2.74870 10.04153 -5.87618
H 2.30396 10.44120 -4.29572
C -4.37479 -5.93539 5.42246
C -5.56016 -6.82144 5.68567
C -6.11332 -6.63765 7.15509
O -7.45807 -7.23334 7.20152
C -8.09650 -7.23481 8.57309
N -6.47650 -6.48057 4.61624
H -4.15326 -6.14963 4.37693
H -3.56590 -6.16294 6.11672
H -4.72520 -4.90465 5.47613
H -5.27815 -7.85241 5.47201
H -6.31885 -5.62010 7.48743
H -5.45106 -7.13282 7.86524
H -8.36252 -6.19364 8.75556
H -7.52017 -7.74796 9.34291
H -9.06633 -7.71211 8.43265
H -6.84148 -5.58540 4.90874
H -7.23804 -7.00520 5.02234
C 2.28535 4.69057 4.01996
C 1.49920 4.30706 2.75197
C -0.01700 4.36540 2.97388
O -0.87957 4.60501 1.80641
C -0.77372 3.64783 0.73077
N 1.84373 5.28059 1.78195
H 3.04341 4.00740 4.40301
H 1.69173 4.74914 4.93226
H 2.55641 5.73657 3.87676
H 1.68862 3.30915 2.35649
H -0.21844 5.10505 3.74876
H -0.38858 3.38069 3.25738
H -1.13530 2.69293 1.11226
H 0.28106 3.55245 0.47299
H -1.43018 3.90582 -0.10025
H 1.67495 6.15223 2.26344
H 1.11873 5.40890 1.09056
C 6.89305 -2.21870 1.70838
C 5.39410 -2.14590 2.12691
C 4.78811 -3.49921 2.29227
O 3.43002 -3.50008 2.52540
C 2.85190 -4.75138 2.87738
N 5.32617 -1.24481 3.39302
H 7.27426 -1.23237 1.44387
H 7.20225 -2.91691 0.93057
H 7.43006 -2.73241 2.50577
H 4.84719 -1.68573 1.30396
H 5.30677 -4.16314 2.98387
H 4.80537 -3.94954 1.29980
H 2.82183 -5.48743 2.07398
H 1.83543 -4.56413 3.22359
H 3.38477 -5.09999 3.76205
H 4.62560 -1.61116 4.02157
H 5.35078 -0.23512 3.39521
C 0.79752 -2.45468 -4.16213
C 1.64193 -3.35096 -5.09789
C 0.89889 -4.24187 -6.02731
O 1.71256 -4.73622 -7.07175
C 1.03485 -5.37812 -8.14733
N 2.58272 -2.53880 -5.84320
H 0.00840 -1.90277 -4.67279
H 1.51389 -1.71519 -3.80428
H 0.53926 -2.99557 -3.25173
H 2.17939 -4.08962 -4.50324
H 0.03084 -3.71799 -6.42749
H 0.36386 -5.04741 -5.52437
H 1.77137 -5.21738 -8.93461
H 0.16055 -4.80827 -8.46189
H 0.97257 -6.43662 -7.89475
H 3.09754 -3.12930 -6.48067
H 3.32912 -2.20944 -5.24780
```

---

[4]
This record from OMol25 describes a 12-piece molecular cluster, C42H107NO12 overall. The level of theory is wB97M-V/def2-TZVPD.

Highest occupied orbital energy   -8.682 eV
Calculated total energy   -2622.0090 Eh
Orbital gap   8.97 eV
Energy above the lowest of the compared OMol25 structures with the same formula, charge and spin   25.29 kcal per mole
LUMO energy   0.29 eV
Structure (SMILES)   CC1(C)CCCC(C)(C)N1O.CC(C)O.CC(C)O.CC(C)O.CC(C)O.CC(C)O.CC(C)O.CC(C)O.CC(C)O.CC(C)O.CC(C)O.CC(C)O

```
162
C42H107NO12, DFT wB97M-V/def2-TZVPD
C -1.55912 -2.21184 -1.83752
C -0.48896 -1.79379 -0.85688
C -0.12395 -2.98452 0.03440
C 0.73890 -1.44794 -1.71457
C 1.77582 -0.65745 -0.93843
C 1.19431 0.55678 -0.22154
C -0.04151 0.25504 0.63039
C 0.38030 -0.32605 1.96751
C -0.78786 1.55147 0.89027
N -0.94541 -0.60233 -0.15517
O -2.09622 -0.95118 0.59465
H -1.19578 -3.00039 -2.50033
H -2.42064 -2.63408 -1.30973
H -1.88114 -1.38376 -2.46779
H -0.11584 -3.91042 -0.54551
H 0.84331 -2.89514 0.53051
H -0.86046 -3.12912 0.83314
H 1.18651 -2.34742 -2.13317
H 0.42159 -0.76031 -2.50530
H 2.31092 -1.26467 -0.19119
H 2.59506 -0.37568 -1.60831
H 0.95787 1.34356 -0.94510
H 1.99022 0.93807 0.42280
H 0.84308 -1.30470 1.84000
H -0.46114 -0.46985 2.64941
H 1.07886 0.36001 2.45083
H -0.15592 2.35484 1.27571
H -1.51097 1.37785 1.70257
H -1.41266 1.87188 0.05556
H -2.82062 -0.44781 0.20409
C 2.39837 -2.80565 4.60483
C 1.08241 -2.20881 5.04328
C -0.13283 -2.92683 4.46868
O 1.05138 -2.22940 6.47941
H 3.21650 -2.09933 4.75513
H 2.37589 -2.98192 3.52314
H 2.62525 -3.74842 5.10075
H 1.06904 -1.16156 4.71060
H -1.06121 -2.36285 4.56652
H -0.20434 -3.90470 4.94372
H 0.02417 -3.02909 3.39034
H 0.26997 -1.73304 6.74061
C 0.50857 -2.75073 -5.12236
C 0.58483 -2.92366 -6.62832
C -0.07802 -1.76816 -7.35160
O 1.94841 -3.08197 -7.04102
H -0.52427 -2.84662 -4.77421
H 0.89943 -1.77682 -4.82027
H 1.08393 -3.52258 -4.60842
H 0.13246 -3.88886 -6.86284
H -0.00921 -0.84072 -6.76629
H -1.15637 -1.93120 -7.45633
H 0.33821 -1.55080 -8.33237
H 2.43716 -2.27304 -6.80886
C 2.17715 3.17999 2.82089
C 2.86796 2.64984 4.06619
C 2.40108 1.25595 4.48240
O 4.29240 2.62954 3.88358
H 2.54846 4.18501 2.62692
H 1.09453 3.09918 2.93246
H 2.42362 2.56612 1.94675
H 2.64586 3.29785 4.91778
H 2.38771 0.55305 3.64518
H 1.38021 1.28721 4.88733
H 3.01382 0.90147 5.30944
H 4.41714 2.05198 3.11288
C -0.91925 1.31360 -3.43416
C -1.76383 2.58608 -3.45530
C -1.06523 3.74565 -2.79117
O -1.99647 3.00388 -4.81625
H -0.91380 0.97555 -2.39305
H 0.08258 1.58346 -3.77041
H -1.34942 0.51840 -4.04258
H -2.74146 2.37450 -3.00401
H -0.98919 3.59635 -1.71130
H -1.58625 4.67857 -2.99660
H -0.04828 3.84881 -3.17848
H -2.66962 2.43525 -5.20002
C -4.03151 0.35127 3.53595
C -4.83543 -0.87773 3.93839
C -4.27337 -2.17183 3.37730
O -4.85214 -0.96229 5.37067
H -4.06549 0.54633 2.46238
H -3.01671 0.31752 3.93078
H -4.58973 1.19057 3.96535
H -5.87586 -0.81060 3.62508
H -3.31342 -2.48361 3.81324
H -3.99458 -2.12526 2.31783
H -4.95717 -3.00770 3.53855
H -3.93973 -0.86145 5.66014
C -4.66723 1.66990 -0.35466
C -5.31490 0.36924 -0.78079
C -4.90557 -0.06236 -2.16456
O -4.99033 -0.60281 0.22114
H -4.75866 2.41543 -1.14928
H -3.61746 1.51311 -0.09778
H -5.18294 2.12187 0.49420
H -6.39506 0.56440 -0.73149
H -5.45385 -0.96207 -2.46190
H -3.83933 -0.29916 -2.21350
H -5.13025 0.69585 -2.91636
H -5.55325 -1.37994 0.10034
C -4.43699 -4.42762 -0.27331
C -5.76152 -3.83216 -0.75534
C -6.67638 -4.89219 -1.32912
O -6.40805 -3.14849 0.33469
H -3.88998 -3.69423 0.32452
H -3.80807 -4.72653 -1.11166
H -4.61890 -5.29502 0.36961
H -5.49332 -3.09197 -1.51159
H -6.34694 -5.19938 -2.32660
H -7.68901 -4.50496 -1.43548
H -6.67859 -5.79892 -0.72151
H -6.33933 -3.71586 1.10955
C -1.65227 3.36099 4.32965
C -2.12115 4.30111 3.21922
C -3.59025 4.06755 2.87188
O -1.82090 5.62814 3.66704
H -2.24358 3.48690 5.24273
H -0.64976 3.66814 4.63918
H -1.61005 2.30295 4.06369
H -1.52980 4.12421 2.31977
H -3.58471 3.05814 2.46215
H -3.86940 4.79776 2.11161
H -4.20128 4.19455 3.76469
H -2.45094 5.85590 4.35817
C 5.34651 -0.65168 0.08346
C 5.06018 -0.51794 1.57254
C 5.86020 -1.48800 2.42907
O 5.34355 0.83430 1.98482
H 4.87997 -1.54545 -0.32548
H 6.41925 -0.58450 -0.11378
H 4.93453 0.23551 -0.40366
H 3.98508 -0.63066 1.73114
H 6.90213 -1.57832 2.12652
H 5.39730 -2.47848 2.39421
H 5.80213 -1.14699 3.46403
H 6.29378 0.96714 1.89437
C 3.58370 -0.82801 -4.32716
C 4.00409 -0.31638 -5.68202
C 5.33140 -0.87704 -6.14104
O 2.99929 -0.63961 -6.68090
H 4.18487 -0.34242 -3.56023
H 3.61922 -1.91728 -4.36678
H 2.53268 -0.58715 -4.14400
H 4.13361 0.77165 -5.71521
H 5.44466 -1.94397 -5.93817
H 6.13354 -0.30669 -5.67563
H 5.40582 -0.78228 -7.22540
H 2.31320 0.03311 -6.62842
C 4.22842 3.28510 -0.25289
C 5.55549 4.01062 -0.38411
C 5.36050 5.51216 -0.28960
O 6.46759 3.55933 0.61775
H 3.57829 3.52690 -1.09987
H 3.67262 3.65388 0.61778
H 4.31000 2.21315 -0.10118
H 5.97563 3.73065 -1.35200
H 4.77512 5.85914 -1.15167
H 6.31289 6.03460 -0.37269
H 4.80594 5.80649 0.60128
H 6.06398 3.77977 1.46652
```

---

[5]
This record from OMol25 describes one molecule with the formula C3H4N2O2. The level of theory is wB97M-V/def2-TZVPD.

Highest occupied orbital energy   -9.248 eV
Calculated total energy   -376.6154 Eh
Orbital gap   9.17 eV
Energy above the lowest of the compared OMol25 structures with the same formula, charge and spin   93.09 kcal per mole
LUMO energy   -0.08 eV

```
11
C3H4N2O2, DFT wB97M-V/def2-TZVPD
C 1.30620 0.60531 0.69200
N 0.31537 -0.34298 0.19151
N -0.00434 -0.39537 -1.21554
C -1.25626 0.09683 -1.38317
O -2.06113 0.44963 -0.52180
C -0.41377 -1.10663 0.86828
O -1.02365 -1.91261 1.42477
H 2.24934 0.37717 0.19303
H 0.97828 1.61463 0.43588
H 1.41395 0.50471 1.77469
H -1.50398 0.10932 -2.45964
```